1.
The following is a quantum chemistry calculation of C22H49IrN2O2P3 as an isolated structure at a distorted geometry, from OMol25.

ΔE to the lowest compared entry with this formula, charge and spin ... 0.000 eV
<S²> ... 8.816
Total charge ... +4
Highest occupied orbital energy (spin up / spin down) ... -17.356 / -19.545 eV
Multiplicity ... 6
Gap between HOMO and LUMO (spin up / spin down) ... 6.28 / 4.24 eV

CARTESIAN COORDINATES (ANGSTROEM)
Ir 0.640 -0.282 -0.235
P 1.926 -1.084 1.317
P 1.741 1.886 -0.275
P -0.586 -2.368 -0.419
H -0.490 1.859 -8.467
C -1.417 1.309 -8.280
C -2.524 1.880 -7.765
H -2.568 2.943 -7.506
C 3.358 -1.903 0.518
C 2.716 0.058 2.540
C 1.298 -2.346 2.500
C 0.916 3.040 -1.434
C 1.980 2.960 1.189
C 3.403 1.570 -0.998
C -1.971 -2.273 -1.604
C -1.419 -3.123 1.023
C 0.552 -3.632 -1.110
H -1.421 0.243 -8.539
H -3.434 1.293 -7.598
H 4.101 -2.201 1.275
H 3.817 -1.195 -0.188
H 3.021 -2.795 -0.030
H 3.343 -0.494 3.263
H 1.941 0.590 3.114
H 3.364 0.790 2.037
H 1.331 -3.393 2.131
H 0.257 -2.090 2.737
H 1.872 -2.308 3.438
H 1.291 4.065 -1.314
H -0.162 3.023 -1.227
H 1.072 2.720 -2.471
H 2.956 3.464 1.164
H 1.918 2.392 2.120
H 1.195 3.727 1.218
H 3.860 2.499 -1.360
H 3.273 0.881 -1.841
H 4.064 1.105 -0.259
H -2.619 -3.153 -1.502
H -1.589 -2.212 -2.630
H -2.550 -1.366 -1.388
H -2.296 -3.699 0.696
H -1.761 -2.320 1.688
H -0.746 -3.793 1.569
H -0.013 -4.393 -1.662
H 1.122 -4.114 -0.308
H 1.241 -3.130 -1.797
C -0.744 0.550 -2.845
C 0.351 0.126 -3.660
C 0.137 -0.076 -5.014
C -1.102 0.187 -5.562
C -2.120 0.788 -4.814
C -1.964 0.962 -3.445
O -0.710 0.519 -1.523
H 1.369 -0.733 -1.647
H 1.315 -0.091 -3.208
H 0.962 -0.429 -5.624
H -1.245 -0.005 -6.620
H -3.012 1.132 -5.310
H -2.749 1.360 -2.796
C -0.842 2.751 3.186
N -0.775 1.595 4.047
C -0.505 1.882 5.442
C -1.579 0.542 3.622
O -2.104 0.582 2.484
N -1.750 -0.549 4.444
C -0.873 -0.994 5.511
C -2.854 -1.430 4.137
H -1.846 3.203 3.212
H -0.627 2.448 2.156
H -0.106 3.476 3.545
H -1.357 1.659 6.101
H 0.381 1.347 5.800
H -0.295 2.952 5.508
H -1.149 -0.558 6.482
H -0.997 -2.083 5.582
H 0.185 -0.785 5.294
H -3.171 -1.242 3.108
H -2.530 -2.469 4.261
H -3.702 -1.244 4.814

Atom charges from the Mulliken analysis, given in e for atoms 1 to 8:
1. Ir 1.1991
2. P 0.9162
3. P 0.7922
4. P 0.8689
5. H 0.3426
6. C -0.1701
7. C -0.2928
8. H 0.3378

=====

2.
The following is a quantum chemistry calculation of C22H49N2OP3ScSe as an isolated structure at a distorted geometry, from OMol25.

ΔE to the lowest compared entry with this formula, charge and spin ... 1.024 eV
Total charge ... +3
Highest occupied orbital energy ... -15.620 eV
Gap between HOMO and LUMO ... 5.45 eV

CARTESIAN COORDINATES (ANGSTROEM)
Sc -0.127 -0.573 0.212
P 0.228 1.795 1.383
P -2.422 0.361 -0.361
P 2.298 -0.230 -0.573
H -1.757 -3.842 -4.327
C -0.816 -3.937 -3.809
C -0.504 -3.377 -2.607
H -1.206 -2.729 -2.051
C 0.410 3.447 0.605
C -1.107 2.202 2.577
C 1.658 1.919 2.526
C -3.125 -0.542 -1.757
C -3.734 0.207 0.908
C -2.732 2.113 -0.754
C 2.572 -1.283 -2.004
C 3.509 -0.841 0.648
C 3.105 1.320 -1.041
H -0.082 -4.531 -4.355
H 0.475 -3.542 -2.121
H 0.517 4.208 1.408
H -0.465 3.686 -0.014
H 1.310 3.453 -0.031
H -0.813 3.087 3.166
H -1.278 1.356 3.257
H -2.035 2.417 2.037
H 1.656 2.918 3.001
H 2.593 1.794 1.963
H 1.602 1.150 3.314
H -4.173 -0.245 -1.898
H -3.089 -1.620 -1.550
H -2.561 -0.347 -2.679
H -4.659 0.677 0.538
H -3.426 0.719 1.834
H -3.926 -0.852 1.134
H -3.792 2.233 -1.014
H -2.129 2.417 -1.621
H -2.483 2.769 0.094
H 3.629 -1.241 -2.286
H 1.950 -0.951 -2.845
H 2.300 -2.315 -1.762
H 4.508 -0.927 0.195
H 3.181 -1.825 1.014
H 3.554 -0.140 1.493
H 4.113 1.126 -1.436
H 3.184 2.028 -0.202
H 2.463 1.757 -1.820
C 0.252 1.360 -5.187
C -0.129 0.006 -5.193
C 0.141 -0.799 -6.292
C 0.666 -0.232 -7.459
C 1.193 1.063 -7.428
C 1.080 1.824 -6.251
Se -0.758 2.333 -3.846
H -0.198 2.180 -2.451
H -0.736 -0.429 -4.364
H -0.137 -1.854 -6.283
H 0.654 -0.788 -8.403
H 1.678 1.459 -8.296
H 1.599 2.774 -6.178
C -2.576 -1.623 3.537
N -1.345 -1.211 4.216
C -1.517 -1.126 5.680
C -0.186 -1.168 3.548
O -0.145 -1.152 2.227
N 0.956 -1.182 4.265
C 1.145 -0.397 5.491
C 2.198 -1.719 3.731
H -2.864 -2.643 3.900
H -2.415 -1.622 2.435
H -3.373 -0.897 3.830
H -0.862 -1.814 6.248
H -1.431 -0.088 6.043
H -2.557 -1.435 5.850
H 1.060 -1.010 6.401
H 2.173 -0.002 5.470
H 0.469 0.467 5.539
H 2.003 -2.443 2.938
H 2.830 -0.890 3.345
H 2.756 -2.209 4.547

Atom charges from the Mulliken analysis, given in e for atoms 1 to 8:
1. Sc -0.6109
2. P 1.0744
3. P 1.2055
4. P 1.0714
5. H 0.3177
6. C -0.7248
7. C 0.1195
8. H -0.1391

=====

3.
The following is a quantum chemistry calculation of a 6-piece molecular cluster, C22H49NO11P overall at a distorted geometry, from OMol25.

Total charge ... +1
Highest occupied orbital energy ... -11.155 eV
Gap between HOMO and LUMO ... 7.47 eV

CARTESIAN COORDINATES (ANGSTROEM)
N 2.176 -4.281 5.671
C 1.710 -4.027 4.298
C 0.396 -3.176 4.226
P -0.997 -3.829 5.263
O -1.316 -5.449 5.015
H 3.094 -4.728 5.610
H 2.318 -3.419 6.196
H 2.471 -3.490 3.665
H 1.513 -5.013 3.812
H 0.045 -3.215 3.150
H 0.563 -2.089 4.445
H -0.900 -3.520 6.654
H -2.180 -3.158 4.813
H -0.478 -5.944 5.042
O -0.511 -3.109 0.788
C -1.690 -3.369 0.739
O -2.198 -4.245 1.619
C -3.602 -4.503 1.789
C -4.097 -5.527 0.789
C -2.573 -2.802 -0.333
H -4.174 -3.574 1.758
H -3.714 -4.904 2.798
H -3.984 -5.175 -0.237
H -5.150 -5.753 0.961
H -3.521 -6.450 0.873
H -2.456 -3.393 -1.242
H -2.261 -1.776 -0.527
H -3.624 -2.757 -0.058
O -3.431 -0.290 1.755
C -3.223 -0.026 2.909
O -4.189 -0.226 3.822
C -3.994 -0.111 5.237
C -4.130 1.325 5.698
C -1.926 0.611 3.333
H -3.043 -0.561 5.537
H -4.779 -0.713 5.698
H -3.374 1.967 5.243
H -4.031 1.391 6.782
H -5.102 1.725 5.407
H -1.977 1.682 3.143
H -1.121 0.177 2.738
H -1.669 0.437 4.377
O 1.681 -3.120 -5.425
C 1.875 -2.869 -4.265
O 0.894 -3.060 -3.369
C 1.077 -2.963 -1.951
C 0.965 -1.527 -1.487
C 3.175 -2.258 -3.811
H 2.014 -3.433 -1.645
H 0.277 -3.551 -1.501
H 1.737 -0.899 -1.932
H 1.054 -1.465 -0.404
H 0.003 -1.105 -1.787
H 3.145 -1.183 -3.991
H 3.982 -2.699 -4.396
H 3.411 -2.446 -2.766
O 2.692 1.079 -0.661
C 2.794 1.833 -1.598
O 3.436 1.430 -2.704
C 3.461 2.172 -3.932
C 4.552 3.222 -3.918
C 2.292 3.248 -1.518
H 2.477 2.592 -4.154
H 3.671 1.445 -4.718
H 4.390 3.960 -3.132
H 4.595 3.744 -4.875
H 5.521 2.758 -3.725
H 3.032 3.862 -1.006
H 1.364 3.250 -0.945
H 2.059 3.688 -2.482
O 2.700 5.945 -2.860
C 1.719 6.398 -3.392
O 1.471 6.112 -4.678
C 0.252 6.447 -5.355
C 0.289 7.867 -5.882
C 0.813 7.352 -2.661
H -0.613 6.257 -4.717
H 0.175 5.754 -6.194
H 0.387 8.594 -5.074
H -0.621 8.092 -6.440
H 1.149 8.005 -6.539
H 1.242 8.353 -2.703
H 0.746 7.031 -1.621
H -0.205 7.374 -3.043

Atom charges from the Mulliken analysis, given in e for atoms 1 to 8:
1. N -0.5367
2. C -0.8817
3. C 0.2086
4. P 0.5250
5. O -0.4561
6. H 0.2611
7. H 0.2339
8. H 0.4172

=====

4.
The following is a quantum chemistry calculation of C22H50B3F4N5O5V as an isolated structure at a distorted geometry, from OMol25.

<S²> ... 0.754
Total charge ... +4
Highest occupied orbital energy (spin up / spin down) ... -19.483 / -19.483 eV
Multiplicity ... 2
Gap between HOMO and LUMO (spin up / spin down) ... 8.59 / 4.29 eV

CARTESIAN COORDINATES (ANGSTROEM)
O 3.228 0.446 -0.067
V 1.908 0.201 -0.882
O 1.457 1.487 -1.658
B 1.647 -1.925 -1.916
H 1.294 -2.763 -2.498
H 2.014 -2.355 -0.997
H 2.438 -1.325 -2.338
H 0.817 -1.292 -1.644
B 0.535 -0.035 0.859
H 0.085 -0.267 1.813
H 1.149 -0.896 0.643
H -0.208 -0.051 0.077
H 0.997 0.937 0.934
C -0.225 -0.474 4.426
C 1.050 0.256 4.500
O 1.351 1.048 5.401
N 2.016 0.216 3.211
H 1.406 0.055 2.422
H 2.331 1.155 3.010
C 3.181 -0.687 3.364
H -0.750 -0.658 5.363
H -0.208 -1.473 3.991
H -0.943 -0.024 3.740
H 3.402 -0.907 2.320
H 2.979 -1.589 3.942
H 4.048 -0.106 3.676
C -0.195 -4.564 0.077
C 0.835 -5.424 -0.724
O 0.662 -6.639 -0.955
N 2.104 -4.851 -1.349
H 2.339 -5.280 -2.233
H 1.828 -3.901 -1.551
C 3.279 -4.851 -0.310
H -1.138 -4.600 -0.469
H 0.204 -3.554 -0.025
H -0.066 -4.969 1.081
H 2.860 -4.294 0.528
H 4.070 -4.214 -0.705
H 3.523 -5.842 0.071
C 1.311 -2.140 -5.943
N 0.037 -1.719 -5.362
C -0.080 -0.431 -4.980
C -1.056 -0.053 -4.082
C -2.059 -1.048 -3.719
C -1.880 -2.334 -4.179
C -0.888 -2.644 -5.113
C -2.979 -0.863 -2.622
C -2.518 -1.164 -1.350
C -3.368 -0.865 -0.250
N -4.602 -0.341 -0.479
C -5.034 -0.006 -1.673
C -4.219 -0.230 -2.785
C -5.453 -0.163 0.694
H 1.007 -2.749 -6.795
H 1.762 -2.746 -5.157
H 1.895 -1.308 -6.336
H 0.596 0.322 -5.358
H -1.118 0.968 -3.736
H -2.511 -3.145 -3.844
H -0.615 -3.681 -5.240
H -1.585 -1.653 -1.112
H -2.996 -1.124 0.730
H -5.994 0.437 -1.889
H -4.643 -0.034 -3.760
H -6.341 0.382 0.374
H -5.045 0.584 1.374
H -5.756 -1.058 1.238
C -0.878 2.707 1.085
C -0.723 4.173 1.014
C -1.064 4.948 2.351
O -0.794 6.337 2.236
C -0.611 6.999 3.476
N 0.696 4.521 0.638
H 0.864 5.392 0.155
H 1.384 4.594 1.374
H 1.034 3.834 -0.020
H -0.627 2.253 0.126
H -1.875 2.281 1.196
H -0.275 2.304 1.899
H -1.345 4.440 0.160
H -0.597 4.525 3.241
H -2.140 4.830 2.472
H -1.526 7.046 4.067
H -0.152 7.967 3.273
H 0.059 6.343 4.032
B 3.091 3.425 2.738
F 3.123 2.846 1.589
F 1.813 3.558 3.123
F 3.898 2.793 3.583
F 3.474 4.701 2.419

Atom charges from the Mulliken analysis, given in e for atoms 1 to 8:
1. O -0.5216
2. V 0.5758
3. O -0.6730
4. B 0.0517
5. H -0.2390
6. H 0.1244
7. H 0.0477
8. H -0.1046

=====

5.
The following is a quantum chemistry calculation of a 6-piece molecular cluster, C22H50BN5O10P overall at a distorted geometry, from OMol25.

Total charge ... -1
Highest occupied orbital energy ... -3.655 eV
Gap between HOMO and LUMO ... 5.80 eV

CARTESIAN COORDINATES (ANGSTROEM)
C 1.525 -3.081 0.781
C 0.712 -1.963 -0.014
O 1.595 -0.872 -0.289
P 1.040 0.599 0.210
O -0.412 0.698 0.503
C 1.963 1.155 1.744
C 2.266 2.713 1.765
B 1.900 3.450 3.144
C 0.558 3.202 3.989
O 0.597 2.645 5.114
O -0.542 3.640 3.468
O 1.328 1.659 -1.056
C 2.732 1.758 -1.376
C 3.249 0.685 -2.419
H 1.520 -2.820 1.873
H 1.021 -4.068 0.618
H 2.560 -3.052 0.376
H -0.170 -1.727 0.616
H 0.427 -2.453 -0.985
H 1.317 0.906 2.623
H 2.925 0.606 1.877
H 3.377 2.817 1.600
H 1.784 3.253 0.909
H 2.642 4.276 3.597
H 3.417 1.734 -0.494
H 2.876 2.758 -1.855
H 2.384 0.059 -2.737
H 3.767 1.195 -3.245
H 4.002 0.048 -1.883
C 1.031 3.854 -4.727
C 2.306 3.092 -4.969
O 3.042 2.757 -4.050
N 2.630 2.774 -6.254
C 1.895 3.077 -7.464
H 0.923 4.023 -3.659
H 1.064 4.820 -5.228
H 0.175 3.281 -5.074
H 3.496 2.263 -6.335
H 1.647 2.139 -7.966
H 2.534 3.671 -8.122
H 0.981 3.627 -7.257
C -0.275 -2.447 5.818
C 0.826 -3.174 5.097
O 1.768 -2.581 4.597
N 0.746 -4.532 5.011
C -0.288 -5.402 5.534
H -0.066 -1.378 5.800
H -1.227 -2.622 5.325
H -0.325 -2.773 6.858
H 1.518 -4.949 4.514
H 0.170 -6.109 6.230
H -0.729 -5.958 4.704
H -1.067 -4.844 6.048
C 1.911 -6.890 -2.937
C 2.085 -5.462 -2.484
O 2.807 -5.161 -1.549
N 1.403 -4.492 -3.154
C 0.503 -4.639 -4.279
H 2.515 -7.540 -2.308
H 0.866 -7.191 -2.844
H 2.244 -7.001 -3.971
H 1.571 -3.564 -2.792
H 0.892 -4.054 -5.115
H -0.475 -4.242 -3.997
H 0.397 -5.676 -4.583
C -1.630 5.835 -2.566
C -2.014 5.494 -3.982
O -1.230 4.962 -4.758
N -3.277 5.795 -4.389
C -4.341 6.418 -3.628
H -0.599 5.535 -2.392
H -1.709 6.911 -2.401
H -2.267 5.298 -1.861
H -3.460 5.538 -5.347
H -5.194 5.737 -3.600
H -4.640 7.338 -4.136
H -4.033 6.651 -2.613
C -3.440 -0.810 5.471
C -3.936 -2.190 5.824
O -3.179 -3.141 5.982
N -5.278 -2.363 5.968
C -6.331 -1.378 5.826
H -2.357 -0.825 5.390
H -3.852 -0.494 4.511
H -3.717 -0.099 6.251
H -5.536 -3.309 6.203
H -6.879 -1.315 6.768
H -7.014 -1.709 5.040
H -5.939 -0.397 5.572

Atom charges from the Mulliken analysis, given in e for atoms 1 to 8:
1. C -0.8665
2. C -0.2538
3. O -0.2321
4. P 0.8929
5. O -0.8779
6. C -0.5765
7. C -0.4042
8. B 0.1698